ORCA calculation (wB97M-V/def2-TZVPD) on a structure of composition CH2FRb.

Last column: Mulliken charge in e.
Cartesian coordinates (Å):
H -1.162 0.380 0.445  -0.1324
Rb -1.005 0.256 -2.686  0.7272
C 0.345 -0.197 0.416  -0.3620
F 1.267 0.707 0.871  -0.2740
H 0.555 -1.145 0.954  0.0411

Computed properties:
Electronic energy ... -163.0624 Eh
LUMO ... -0.036 hartree
Frontier orbital gap ... 4.0517 eV
Strongest force on any atom ... 0.0725 Eh/bohr